This record from the OMol25 dataset describes a 14-piece molecular cluster, C57H147N5O27P6 overall in a non-equilibrium geometry. The level of theory is the ωB97M-V functional and the def2-TZVPD basis.

Each line ends with the Mulliken charge.
Element x y z (Å)
C (-2.441, -0.351, -5.062)  -1.89
C (-2.484, -1.691, -4.365)  0.84
N (-3.250, -2.693, -5.057)  0.38
C (-3.008, -2.879, -6.477)  -0.86
C (-1.534, -3.193, -6.809)  -0.76
C (-3.151, -3.949, -4.315)  0.35
C (-4.431, -4.742, -4.563)  -1.35
H (-1.920, -0.423, -6.016)  0.56
H (-1.905, 0.412, -4.497)  0.24
H (-3.426, -0.009, -5.379)  0.40
H (-1.487, -2.068, -4.138)  0.22
H (-3.036, -1.461, -3.453)  -0.48
H (-3.774, -3.552, -6.861)  0.45
H (-3.219, -1.935, -6.979)  0.43
H (-0.829, -2.682, -6.153)  0.01
H (-1.394, -4.239, -6.537)  0.30
H (-1.207, -3.025, -7.835)  0.41
H (-3.155, -3.741, -3.245)  -0.38
H (-2.285, -4.587, -4.492)  0.27
H (-4.442, -5.266, -5.518)  0.46
H (-5.320, -4.117, -4.478)  0.20
H (-4.554, -5.505, -3.794)  0.25
C (3.897, 6.696, -4.103)  -1.17
C (4.548, 5.289, -3.912)  -0.05
N (3.811, 4.204, -4.635)  0.43
C (4.022, 4.259, -6.128)  -0.61
C (5.477, 3.952, -6.523)  -1.37
C (2.402, 4.108, -4.257)  -0.99
C (1.900, 2.669, -4.502)  -0.97
H (3.629, 6.844, -5.149)  0.30
H (4.673, 7.449, -3.961)  0.42
H (3.058, 6.937, -3.451)  0.28
H (5.568, 5.399, -4.279)  0.45
H (4.596, 5.147, -2.833)  -0.28
H (3.363, 3.579, -6.667)  0.46
H (3.708, 5.242, -6.480)  0.39
H (5.563, 3.671, -7.573)  0.41
H (6.178, 4.746, -6.264)  0.35
H (5.752, 3.041, -5.992)  0.28
H (1.840, 4.931, -4.699)  0.41
H (2.290, 4.220, -3.179)  0.44
H (1.852, 2.474, -5.573)  0.40
H (0.934, 2.491, -4.030)  0.33
H (2.567, 1.940, -4.040)  0.14
C (-1.798, 6.762, -4.829)  -1.51
C (-1.404, 5.860, -3.668)  -0.01
N (-2.565, 5.116, -3.169)  0.34
C (-2.353, 4.051, -2.145)  -0.05
C (-2.094, 4.462, -0.684)  -0.79
C (-3.680, 5.885, -2.684)  -0.46
C (-4.981, 5.136, -2.513)  -1.44
H (-0.933, 6.977, -5.457)  0.42
H (-2.203, 7.709, -4.473)  0.34
H (-2.538, 6.236, -5.432)  0.38
H (-0.815, 5.059, -4.115)  0.16
H (-0.944, 6.423, -2.856)  0.33
H (-3.105, 3.262, -2.158)  -0.51
H (-1.497, 3.511, -2.550)  -0.16
H (-2.889, 5.120, -0.332)  0.65
H (-2.166, 3.578, -0.050)  0.14
H (-1.096, 4.891, -0.591)  0.17
H (-3.799, 6.659, -3.443)  0.50
H (-3.460, 6.520, -1.826)  0.41
H (-5.078, 4.557, -1.595)  0.27
H (-5.251, 4.465, -3.329)  0.28
H (-5.765, 5.893, -2.515)  0.47
C (-1.350, 1.032, 4.070)  0.49
C (-2.694, 0.755, 4.752)  -0.48
N (-2.671, 0.868, 6.232)  0.19
C (-1.663, 0.005, 6.929)  0.84
C (-1.289, 0.444, 8.281)  -1.86
C (-3.998, 0.659, 6.815)  -0.33
C (-5.001, 1.737, 6.492)  -1.43
H (-0.865, 1.955, 4.389)  -0.27
H (-1.467, 0.992, 2.987)  0.20
H (-0.735, 0.162, 4.299)  -0.39
H (-3.458, 1.377, 4.285)  0.40
H (-2.911, -0.276, 4.474)  -0.07
H (-0.862, -0.237, 6.230)  -0.33
H (-2.154, -0.964, 7.017)  0.13
H (-2.169, 0.517, 8.921)  0.47
H (-0.833, 1.432, 8.227)  0.40
H (-0.669, -0.324, 8.744)  0.33
H (-4.329, -0.328, 6.491)  0.30
H (-4.025, 0.611, 7.903)  0.35
H (-6.002, 1.608, 6.902)  0.43
H (-4.588, 2.714, 6.744)  0.33
H (-5.216, 1.754, 5.423)  0.33
C (1.749, 5.802, 5.885)  -1.19
C (1.610, 6.275, 4.462)  -0.16
N (0.154, 6.369, 4.023)  0.13
C (-0.733, 6.936, 5.034)  -0.49
C (-0.531, 8.430, 5.342)  -1.30
C (-0.300, 5.054, 3.540)  -0.82
C (0.198, 4.713, 2.142)  -0.21
H (1.338, 4.806, 6.051)  0.24
H (1.220, 6.397, 6.630)  0.34
H (2.801, 5.808, 6.169)  0.46
H (2.014, 7.277, 4.318)  0.37
H (2.234, 5.672, 3.802)  0.08
H (-1.782, 6.752, 4.804)  0.45
H (-0.690, 6.385, 5.974)  0.35
H (-1.177, 8.866, 6.103)  0.42
H (0.428, 8.514, 5.853)  0.27
H (-0.606, 8.997, 4.414)  0.29
H (-1.380, 5.068, 3.395)  0.47
H (-0.117, 4.245, 4.248)  0.20
H (1.281, 4.594, 2.169)  0.06
H (-0.031, 5.536, 1.466)  0.38
H (-0.130, 3.740, 1.777)  -0.37
C (0.994, -6.182, 0.785)  -0.40
C (2.042, -5.082, 0.764)  0.41
O (2.633, -4.810, 1.796)  -0.60
C (2.220, -4.242, -0.529)  -0.28
H (1.440, -7.168, 0.655)  0.56
H (0.207, -6.090, 0.037)  -0.23
H (0.587, -6.148, 1.796)  0.00
H (1.236, -4.128, -0.983)  -0.02
H (2.997, -4.661, -1.169)  0.71
H (2.623, -3.267, -0.256)  -0.15
C (-4.007, 0.887, -1.896)  0.80
C (-5.439, 0.344, -1.935)  0.13
O (-6.373, 1.091, -1.735)  -0.62
C (-5.729, -1.157, -2.249)  -0.45
H (-3.378, 0.055, -1.578)  -1.01
H (-3.880, 1.638, -1.116)  0.28
H (-3.774, 1.274, -2.888)  0.30
H (-4.970, -1.742, -1.729)  -0.18
H (-5.648, -1.447, -3.296)  0.26
H (-6.703, -1.408, -1.829)  0.38
C (5.161, 3.872, 0.279)  -1.24
C (4.358, 2.658, -0.175)  0.66
O (3.256, 2.777, -0.687)  -0.31
C (5.043, 1.318, -0.089)  -1.35
H (4.672, 4.533, 0.994)  0.25
H (5.461, 4.348, -0.655)  0.27
H (6.093, 3.446, 0.650)  0.41
H (5.841, 1.222, -0.826)  0.62
H (4.366, 0.491, -0.304)  0.08
H (5.472, 1.040, 0.874)  0.53
C (-1.164, -7.252, 4.789)  -0.91
O (-0.943, -6.502, 3.602)  -0.43
P (-1.714, -5.072, 3.381)  0.03
O (-1.269, -4.267, 2.259)  0.86
O (-3.299, -5.475, 3.325)  -0.30
C (-4.345, -4.450, 3.253)  -0.05
O (-1.464, -4.281, 4.779)  -0.35
C (-1.639, -2.887, 4.959)  0.66
H (-1.794, -6.756, 5.527)  0.31
H (-0.253, -7.392, 5.372)  0.30
H (-1.654, -8.207, 4.600)  0.30
H (-4.020, -3.414, 3.147)  -0.12
H (-4.954, -4.519, 4.154)  0.34
H (-4.981, -4.738, 2.416)  -0.02
H (-1.574, -2.363, 4.006)  -0.52
H (-0.858, -2.410, 5.552)  -0.32
H (-2.603, -2.594, 5.375)  0.34
C (5.257, -2.367, -1.967)  -0.21
O (5.999, -1.668, -0.948)  -0.14
P (6.652, -2.447, 0.310)  0.47
O (7.537, -1.588, 1.136)  -0.73
O (5.361, -2.956, 1.144)  0.07
C (4.923, -2.228, 2.316)  -0.87
O (7.227, -3.810, -0.341)  -0.31
C (8.620, -3.910, -0.670)  -0.82
H (5.513, -3.426, -1.934)  0.48
H (5.629, -2.113, -2.960)  0.24
H (4.191, -2.141, -1.937)  -0.06
H (5.598, -1.401, 2.538)  0.60
H (4.806, -2.850, 3.203)  0.31
H (3.969, -1.715, 2.191)  0.02
H (8.761, -4.394, -1.636)  0.31
H (9.207, -4.565, -0.025)  0.29
H (9.158, -2.965, -0.742)  0.35
C (1.721, -1.510, -3.612)  -0.31
O (2.422, -0.953, -4.761)  0.31
P (3.093, -1.920, -5.880)  0.17
O (2.091, -2.725, -6.632)  -0.69
O (3.972, -0.824, -6.750)  -0.38
C (4.922, 0.061, -6.104)  -0.32
O (4.191, -2.746, -5.053)  0.16
C (4.864, -3.853, -5.632)  -0.95
H (1.827, -0.916, -2.704)  0.04
H (2.122, -2.490, -3.353)  0.31
H (0.673, -1.588, -3.902)  0.13
H (4.416, 1.008, -5.918)  0.01
H (5.692, 0.220, -6.859)  0.38
H (5.391, -0.177, -5.149)  0.18
H (4.811, -4.737, -4.995)  0.27
H (5.931, -3.680, -5.773)  0.29
H (4.482, -4.068, -6.629)  0.39
C (1.832, 1.481, 7.269)  -0.03
O (2.884, 0.955, 6.494)  -0.37
P (2.722, 0.160, 5.091)  -0.22
O (3.971, -0.456, 4.525)  -0.72
O (1.565, -0.935, 5.445)  0.51
C (1.819, -2.065, 6.241)  -1.02
O (1.973, 1.173, 4.079)  0.46
C (2.458, 1.457, 2.753)  0.10
H (1.822, 2.571, 7.308)  0.37
H (1.951, 1.188, 8.312)  0.37
H (0.822, 1.236, 6.939)  -0.50
H (2.758, -1.916, 6.774)  0.40
H (1.877, -2.940, 5.593)  0.26
H (1.081, -2.370, 6.982)  0.32
H (1.608, 1.574, 2.081)  -0.07
H (3.013, 0.719, 2.173)  -0.15
H (3.040, 2.378, 2.738)  0.59
C (-6.356, -7.111, 1.109)  -0.82
O (-5.106, -6.662, 0.560)  -0.22
P (-5.010, -5.869, -0.854)  1.17
O (-5.361, -4.443, -0.616)  -0.74
O (-3.484, -6.080, -1.353)  -0.40
C (-2.393, -5.634, -0.613)  -0.46
O (-5.922, -6.619, -1.947)  -0.31
C (-5.875, -8.019, -2.095)  -0.76
H (-6.409, -6.970, 2.188)  0.26
H (-6.372, -8.188, 0.938)  0.30
H (-7.244, -6.717, 0.616)  0.40
H (-2.673, -5.213, 0.353)  0.09
H (-1.733, -4.988, -1.193)  0.27
H (-1.803, -6.505, -0.329)  0.34
H (-6.715, -8.408, -1.518)  0.29
H (-4.992, -8.491, -1.664)  0.34
H (-5.943, -8.268, -3.153)  0.28
C (0.552, -1.729, 1.867)  1.08
O (0.074, -0.548, 1.250)  0.82
P (-0.757, -0.544, -0.148)  -0.06
O (-0.312, -1.439, -1.265)  -0.21
O (-0.818, 1.009, -0.645)  0.29
C (0.394, 1.767, -0.637)  -0.34
O (-2.267, -0.845, 0.265)  -0.19
C (-2.822, -2.120, 0.276)  1.09
H (0.460, -2.524, 1.126)  -0.16
H (-0.034, -1.922, 2.766)  -0.77
H (1.598, -1.743, 2.173)  -0.66
H (0.451, 2.582, -1.358)  0.11
H (1.342, 1.228, -0.646)  0.43
H (0.341, 2.271, 0.328)  -0.63
H (-3.445, -2.284, 1.155)  -0.13
H (-2.019, -2.852, 0.187)  0.04
H (-3.412, -2.223, -0.635)  -0.96

E_tot ... -6613.6969 a.u.
Total charge ... 0
Highest occupied orbital energy ... -7.75 eV
Gap between HOMO and LUMO ... 0.2967 hartree